# C7H16N3

A gas-phase ion, C7H16N3 (charge +1) at a distorted geometry (the ωB97M-V functional and the def2-TZVPD basis, the OMol25 dataset).

## Properties
ΔE to the lowest compared entry with this formula, charge and spin	0.993	eV
DFT total energy	-440.3453	Eh
LUMO level	-2.78	eV
total charge	+1
Kohn-Sham gap	11.03	eV

Last columns: bonded neighbours and bond lengths (Å).
Geometry (Å):
1 C -1.2273 -0.1303 0.8820  C4 1.474, N8 1.368, N9 1.298
2 C -0.4302 0.6996 -1.2693  C5 1.533, N8 1.483, N10 1.495, H12 1.023
3 C 1.1658 -0.0762 0.3481  C6 1.560, C7 1.469, N9 1.573, N10 1.465
4 C -2.4264 -0.3971 1.6958  C1 1.474, H13 1.054, H14 1.058, H15 1.048
5 C -0.7918 0.5428 -2.7502  C2 1.533, H16 1.147, H17 1.146, H18 1.140
6 C 1.9179 -1.4129 0.6347  C3 1.560, H19 1.051, H20 1.082, H21 1.089
7 C 1.9651 1.1285 0.6104  C3 1.469, H22 1.035, H23 1.088, H24 1.090
8 N -1.5185 0.1507 -0.4247  C1 1.368, C2 1.483, H25 0.965
9 N -0.0257 -0.1455 1.3721  C1 1.298, C3 1.573, H11 1.031
10 N 0.7621 -0.1765 -1.0565  C2 1.495, C3 1.465, H26 1.008
11 H 0.2668 -0.4874 2.2998  N9 1.031
12 H -0.1415 1.6693 -1.1179  C2 1.023
13 H -3.3136 0.1156 1.4489  C4 1.054
14 H -2.1431 -0.1595 2.6873  C4 1.058
15 H -2.6999 -1.4072 1.7575  C4 1.048
16 H -1.0405 -0.5138 -3.1221  C5 1.147
17 H 0.1731 0.7494 -3.3321  C5 1.146
18 H -1.7354 1.1428 -2.9736  C5 1.140
19 H 1.2445 -2.2135 0.5374  C6 1.051
20 H 2.4181 -1.3700 1.5928  C6 1.082
21 H 2.7943 -1.4738 -0.0093  C6 1.089
22 H 1.5280 1.6770 1.3716  C7 1.035
23 H 2.0724 1.6188 -0.3545  C7 1.088
24 H 2.9790 0.8750 0.9192  C7 1.090
25 H -2.4467 0.1852 -0.6870  N8 0.965
26 H 0.6980 -1.1219 -1.4001  N10 1.008

The computed Löwdin charges, all in e, follow: -0.28, -0.32, -0.50, 0.04, -0.05, -0.01, 0.00, 0.17, 0.19, 0.06, 0.19, 0.12, 0.09, 0.09, 0.09, 0.10, 0.11, 0.10, 0.07, 0.09, 0.10, 0.07, 0.10, 0.10, 0.13, 0.13